Below is a single C4H10S2 molecule, with properties calculated with ωB97M-V/def2-TZVPD.

Energy relative to the best compared isomer or geometry (same formula, charge and spin) (eV): 1.315
LUMO level (eV): 0.9043
HOMO energy (hartree): -0.316

Each line ends with the Mulliken charge.
Positions of all 16 atoms, in Å:
C  -0.291  2.750  0.144  -0.94
C  -0.727  1.491  -0.663  -0.61
C  0.695  -0.606  0.425  -0.75
C  0.159  -3.077  -0.077  -1.02
H  0.761  2.605  0.486  0.27
H  -0.269  3.575  -0.535  0.34
H  -0.829  2.912  1.060  0.31
H  -0.056  1.213  -1.443  0.35
H  -1.720  1.653  -0.970  0.39
H  1.347  0.224  0.150  0.26
H  1.006  -1.043  1.349  0.48
H  0.613  -3.403  0.801  0.37
H  -0.222  -3.946  -0.562  0.39
H  -0.663  -2.613  0.244  0.32
S  -0.938  0.054  0.561  -0.09
S  1.133  -1.790  -0.971  -0.08


Below is 2 unconnected molecules or ions with the total composition C4H10S3, with properties calculated with ωB97M-V/def2-TZVPD.

Energy relative to the best compared isomer or geometry (same formula, charge and spin) (eV): 4.194
LUMO level (spin up / spin down) (eV): 0.5492 / -0.5130
HOMO energy (spin up / spin down) (hartree): -0.287 / -0.273

Each line ends with the Mulliken charge.
Positions of all 17 atoms, in Å:
C  -0.647  -1.781  -0.135  -0.91
C  -0.966  0.433  1.139  -1.03
C  -0.761  -0.253  -0.125  -0.01
C  1.784  0.501  -1.187  -0.05
S  2.763  -0.678  -0.202  -0.16
S  2.207  2.268  -0.826  -0.19
S  1.344  0.026  -2.829  -0.18
H  -1.281  -2.236  -0.851  0.32
H  -1.023  -2.129  0.820  0.36
H  0.416  -1.978  -0.149  0.14
H  -1.580  1.288  1.125  0.30
H  0.078  0.644  1.323  0.20
H  -1.328  -0.274  1.859  0.36
H  -1.089  0.164  -1.138  0.42
H  3.057  0.236  0.758  0.15
H  0.854  2.769  -0.754  0.14
H  2.551  -0.278  -3.309  0.13


Below is 2 unconnected molecules or ions with the total composition C4H10S3, with properties calculated with ωB97M-V/def2-TZVPD.

Energy relative to the best compared isomer or geometry (same formula, charge and spin) (eV): 4.223
LUMO level (spin up / spin down) (eV): -0.2030 / 0.3943
HOMO energy (spin up / spin down) (hartree): -0.298 / -0.273

Each line ends with the Mulliken charge.
Positions of all 17 atoms, in Å:
C  -1.068  -1.311  -2.002  -1.07
C  0.987  -0.044  2.516  -0.83
C  -1.061  -1.188  -0.533  -0.45
C  0.354  1.169  0.320  -0.16
S  1.636  0.609  -0.820  -0.14
S  0.369  2.898  0.715  -0.15
S  -1.232  0.531  0.053  -0.06
H  -1.894  -0.805  -2.346  0.36
H  -0.295  -0.833  -2.578  0.30
H  -1.163  -2.324  -2.227  0.35
H  -0.148  -0.075  2.812  0.23
H  1.338  -0.806  1.936  0.34
H  1.637  0.732  2.866  0.35
H  -0.118  -1.323  -0.157  0.24
H  -1.779  -1.776  0.006  0.41
H  2.576  1.216  -0.145  0.15
H  -0.138  3.330  -0.416  0.13


Below is a single C4H11BN2 molecule, with properties calculated with ωB97M-V/def2-TZVPD.

Energy relative to the best compared isomer or geometry (same formula, charge and spin) (eV): 2.141
LUMO level (eV): 0.9111
HOMO energy (hartree): -0.293

Each line ends with the Mulliken charge.
Positions of all 18 atoms, in Å:
B  -0.233  0.963  -0.286  0.03
N  0.251  0.647  1.021  0.01
N  -0.328  -0.135  -1.208  -0.03
C  0.654  1.415  2.204  -0.93
C  -1.176  -0.424  -2.441  -0.81
C  0.408  -0.849  0.985  -0.60
C  0.330  -1.254  -0.500  -0.46
H  -0.530  2.053  -0.735  -0.13
H  0.816  0.779  2.988  0.36
H  -0.055  2.198  2.590  0.27
H  1.614  1.914  2.031  0.31
H  -2.233  -0.587  -2.276  0.29
H  -0.799  -1.278  -3.022  0.29
H  -1.085  0.533  -2.997  0.27
H  1.450  -1.087  1.384  0.30
H  -0.330  -1.296  1.716  0.28
H  1.397  -1.364  -0.833  0.21
H  -0.151  -2.228  -0.620  0.34


Below is a gas-phase ion, C4H11BN3S (charge -1), with properties calculated with ωB97M-V/def2-TZVPD.

LUMO level (eV): 3.2291
HOMO energy (hartree): -0.149
Total charge: -1

Each line ends with the Mulliken charge.
Positions of all 20 atoms, in Å:
N  0.908  1.451  1.754  -0.57
C  -0.541  1.461  1.317  -0.39
C  -0.760  1.169  -0.298  -0.56
B  -0.415  -0.431  -0.534  0.46
C  0.531  -0.743  -1.843  -0.37
N  2.017  -0.771  -1.552  -0.62
N  -1.760  -1.150  -0.630  -0.70
C  -1.745  -2.134  0.344  0.29
S  -1.491  -3.479  1.354  -0.34
H  1.042  2.336  2.320  0.24
H  0.994  0.670  2.468  0.23
H  -1.061  0.543  1.875  0.15
H  -1.097  2.445  1.691  0.28
H  -1.924  1.343  -0.496  0.18
H  -0.088  1.823  -0.997  0.15
H  0.171  -0.849  0.419  -0.19
H  0.176  -1.795  -2.278  0.15
H  0.364  0.048  -2.703  0.09
H  2.399  -1.741  -1.493  0.23
H  2.278  -0.196  -0.720  0.28


Below is 2 unconnected molecules or ions with the total composition C4H11BS3, with properties calculated with ωB97M-V/def2-TZVPD.

Energy relative to the best compared isomer or geometry (same formula, charge and spin) (eV): 2.643
LUMO level (spin up / spin down) (eV): 0.1043 / -4.2722
Spin multiplicity: 3
HOMO energy (spin up / spin down) (hartree): -0.174 / -0.323
Expectation value of S²: 2.01

Each line ends with the Mulliken spin population.
Positions of all 19 atoms, in Å:
B  -1.959  -2.295  0.368  0.62
C  0.710  1.627  0.234  0.01
C  0.946  1.437  -2.353  0.01
C  -0.979  2.476  -1.253  0.00
C  0.161  1.899  -1.105  -0.01
S  -3.184  -1.377  1.352  0.67
S  -2.144  -3.867  -0.455  0.08
S  -0.272  -1.594  0.430  0.56
H  0.793  0.484  0.128  0.01
H  1.711  2.019  0.448  0.00
H  -0.037  1.998  0.997  0.00
H  0.501  1.602  -3.339  0.00
H  1.248  0.408  -2.221  0.00
H  1.924  1.957  -2.294  0.00
H  -1.350  2.827  -2.274  0.00
H  -0.638  -0.406  0.881  -0.01
H  -1.479  2.626  -0.367  0.00
H  -4.367  -2.206  1.450  0.04
H  -3.607  -3.967  -0.535  0.02


Below is a molecular structure, C4H11BrOSi, with properties calculated with ωB97M-V/def2-TZVPD.

Energy relative to the best compared isomer or geometry (same formula, charge and spin) (eV): 5.094
LUMO level (spin up / spin down) (eV): -0.1652 / 0.0860
HOMO energy (spin up / spin down) (hartree): -0.227 / -0.265

Each line ends with the Mulliken charge.
Positions of all 18 atoms, in Å:
C  0.631  -1.772  2.111  -0.55
C  1.970  1.058  -0.653  -0.93
C  -0.910  1.551  0.773  -0.92
C  -2.152  -0.914  -2.905  -0.74
O  1.008  -0.673  1.377  -0.22
Si  0.412  0.256  0.211  0.41
Br  -0.980  -1.550  -1.646  0.02
H  1.523  -2.547  2.060  0.22
H  -0.158  -2.309  1.473  0.22
H  0.282  -1.570  3.155  0.23
H  2.644  0.421  -1.152  0.33
H  1.399  1.703  -1.496  0.22
H  2.524  1.652  0.091  0.30
H  -0.408  2.236  1.454  0.34
H  -1.138  2.194  -0.072  0.32
H  -1.857  1.043  1.280  0.25
H  -2.959  -0.399  -2.347  0.20
H  -1.829  -0.380  -3.713  0.28


Below is a molecular structure, C4H11CdINO, with properties calculated with ωB97M-V/def2-TZVPD.

Energy relative to the best compared isomer or geometry (same formula, charge and spin) (eV): 2.727
LUMO level (eV): -7.7643
HOMO energy (hartree): -0.461
Total charge: +1

Each line ends with the Mulliken charge.
Positions of all 19 atoms, in Å:
Cd  -1.302  4.239  0.238  0.93
I  0.742  5.952  -0.290  0.03
C  -1.054  0.926  0.191  -1.34
C  0.314  0.336  0.363  0.94
C  0.503  -1.074  -0.150  -0.79
O  -0.471  -1.830  0.413  -0.32
C  -0.440  -3.167  -0.045  -0.80
N  1.218  1.230  -0.405  -0.68
H  -0.993  1.363  -0.780  0.52
H  -1.253  1.606  0.980  0.01
H  -1.722  0.096  0.218  0.30
H  0.600  0.340  1.406  0.28
H  1.533  -1.401  0.184  0.36
H  0.343  -1.068  -1.229  0.37
H  -1.239  -3.758  0.401  0.26
H  0.470  -3.692  0.149  0.32
H  -0.670  -3.159  -1.090  0.35
H  2.148  0.858  -0.420  0.20
H  1.274  2.201  -0.134  0.07


Below is 2 unconnected molecules or ions with the total composition C4H11Cl2FN3, with properties calculated with ωB97M-V/def2-TZVPD.

Energy relative to the best compared isomer or geometry (same formula, charge and spin) (eV): 0.000
LUMO level (eV): -2.8896
HOMO energy (hartree): -0.518
Total charge: +1

Each line ends with the Mulliken charge.
Positions of all 21 atoms, in Å:
C  2.498  0.498  1.549  -1.21
C  1.466  -0.426  0.779  0.04
C  0.303  0.489  0.209  -0.35
C  -1.621  -1.178  -0.183  0.35
N  -2.916  -0.765  -0.319  -0.40
N  -1.213  -2.296  0.169  -0.53
N  -0.493  -0.327  -0.785  0.06
F  -0.762  1.825  -2.934  -0.41
Cl  -0.863  0.941  1.513  -0.11
Cl  2.307  -1.277  -0.563  -0.20
H  2.551  1.328  0.865  0.37
H  2.199  0.889  2.540  0.33
H  3.447  0.002  1.619  0.38
H  0.906  -1.171  1.379  0.44
H  0.591  1.437  -0.207  0.52
H  -2.897  0.175  -0.565  0.24
H  -3.621  -1.135  0.320  0.27
H  -1.790  -2.999  0.620  0.26
H  -0.578  0.085  -1.740  0.38
H  -0.783  2.071  -3.858  0.41
H  0.395  -0.899  -0.842  0.17


Below is a gas-phase ion, C4H11ClN (charge +1), with properties calculated with ωB97M-V/def2-TZVPD.

Energy relative to the best compared isomer or geometry (same formula, charge and spin) (eV): 0.000
LUMO level (eV): -3.4228
HOMO energy (hartree): -0.555
Total charge: +1

Each line ends with the Mulliken charge.
Positions of all 17 atoms, in Å:
C  0.495  -1.099  1.530  -1.25
C  -0.105  1.847  -1.037  -1.35
C  0.467  -0.363  0.234  -0.31
C  -0.528  0.904  0.291  0.13
N  -0.100  -1.257  -0.812  -0.20
Cl  -2.163  0.251  0.347  -0.15
H  -0.503  -1.105  1.794  0.35
H  0.922  -2.098  1.300  0.41
H  1.167  -0.738  2.249  0.37
H  -0.650  1.498  -1.841  0.48
H  0.986  1.912  -1.172  0.37
H  -0.445  2.870  -0.797  0.36
H  1.357  0.124  -0.240  0.39
H  -0.280  1.580  1.193  0.40
H  0.008  -0.677  -1.666  0.34
H  -1.018  -1.475  -0.543  0.29
H  0.389  -2.175  -0.831  0.36


Below is 2 unconnected molecules or ions with the total composition C4H11ClNO, with properties calculated with ωB97M-V/def2-TZVPD.

Energy relative to the best compared isomer or geometry (same formula, charge and spin) (eV): 4.577
LUMO level (eV): -5.2589
HOMO energy (hartree): -0.495
Total charge: +1

Each line ends with the Mulliken charge.
Positions of all 18 atoms, in Å:
C  -0.621  1.873  0.097  -0.84
C  1.083  -1.409  0.847  -0.83
C  0.415  -0.586  -1.337  -0.86
C  -0.152  0.652  0.706  0.10
N  0.816  -0.202  0.037  -0.09
O  -1.862  -0.668  0.360  -0.39
Cl  -3.051  0.156  -0.327  0.03
H  -0.781  2.658  0.830  0.33
H  -0.017  2.223  -0.735  0.35
H  -1.646  1.670  -0.330  0.17
H  1.507  -1.133  1.810  0.37
H  0.140  -1.930  1.001  0.37
H  1.782  -2.065  0.331  0.35
H  0.261  0.289  -1.961  0.34
H  1.183  -1.213  -1.784  0.40
H  -0.517  -1.144  -1.268  0.41
H  -0.234  0.496  1.770  0.40
H  1.695  0.331  -0.046  0.37


Below is a molecular structure, C4H11ClNO2PdSm, with properties calculated with ωB97M-V/def2-TZVPD.

Energy relative to the best compared isomer or geometry (same formula, charge and spin) (eV): 0.518
LUMO level (spin up / spin down) (eV): 5.3959 / 5.3436
Spin multiplicity: 8
HOMO energy (spin up / spin down) (hartree): 0.044 / 0.033
Total charge: -2
Expectation value of S²: 15.99

Each line ends with the Mulliken spin population.
Positions of all 21 atoms, in Å:
Sm  -0.245  1.807  0.610  6.02
Cl  -1.292  4.057  0.284  0.01
C  -1.503  -0.373  0.880  -0.18
H  -1.227  -0.223  1.941  0.03
H  -2.054  -1.314  0.776  0.02
H  -2.151  0.439  0.497  0.01
Pd  0.144  -0.951  -0.281  0.24
C  1.582  0.557  -0.678  0.18
C  -0.876  -0.077  -1.831  -0.01
C  0.789  -2.888  -0.770  0.66
H  -1.524  -0.929  -2.082  0.02
H  -1.468  0.830  -1.622  0.00
H  -0.137  0.073  -2.627  -0.02
H  2.163  0.859  0.211  0.01
H  2.165  -0.157  -1.265  -0.03
H  1.310  1.407  -1.336  0.02
H  0.105  -3.610  -1.266  0.02
H  1.845  -3.166  -0.623  0.00
O  0.770  0.566  3.938  0.01
N  0.468  1.025  2.864  0.01
O  1.135  2.068  2.381  0.00


Below is a molecular structure, C4H11ClNOTi2, with properties calculated with ωB97M-V/def2-TZVPD.

LUMO level (spin up / spin down) (eV): -0.6372 / -0.4773
Spin multiplicity: 8
HOMO energy (spin up / spin down) (hartree): -0.205 / -0.315
Expectation value of S²: 15.75

Each line ends with the Mulliken spin population.
Positions of all 20 atoms, in Å:
Ti  -4.317  1.501  -4.431  3.74
Ti  -3.606  -2.073  -2.658  3.29
Cl  -3.608  0.492  -1.862  -0.02
C  -0.466  1.454  0.560  0.00
C  0.379  0.345  -0.050  0.01
C  0.519  -1.041  0.805  -0.02
O  1.209  -0.827  1.991  0.00
C  2.536  -0.510  1.793  0.00
N  -0.150  0.012  -1.369  0.02
H  -1.424  1.053  0.890  0.00
H  -0.783  2.251  -0.113  0.00
H  -0.008  1.947  1.417  0.00
H  1.376  0.663  -0.353  0.00
H  1.155  -1.609  0.126  0.00
H  -0.481  -1.467  0.896  0.02
H  2.988  -0.946  0.902  0.00
H  3.101  -0.947  2.617  0.00
H  2.677  0.570  1.849  0.00
H  0.054  -0.958  -1.565  0.00
H  -1.153  0.093  -1.446  -0.04